Record 1
Entry from the Open Molecules 2025 dataset: the molecule C21H17NO3 (the ωB97M-V functional and the def2-TZVPD basis).

Geometry as XYZ:
```
42
C21H17NO3 | the Open Molecules 2025 dataset | the ωB97M-V functional and the def2-TZVPD basis
C -6.27605 -2.16045 2.42262
O -5.88131 -1.07100 1.61072
C -4.59216 -1.02780 1.17064
C -4.22567 0.13946 0.45497
C -2.92786 0.32501 0.04544
C -1.92573 -0.64023 0.29524
C -0.52662 -0.46967 -0.13405
C 0.03720 0.60422 -0.76824
C 1.30415 0.64759 -1.47789
N 2.10245 2.10841 -0.86384
C 2.60888 3.11817 -1.60251
C 3.20634 4.26617 -1.07176
C 3.36183 4.45988 0.32179
C 2.90066 3.42952 1.06572
C 2.28899 2.22643 0.51377
O 1.93629 1.32171 1.28464
C 2.05976 -0.57033 -1.13223
C 3.35361 -0.71367 -1.63519
C 4.03416 -1.91205 -1.55517
C 3.39975 -3.01943 -1.00799
C 2.14509 -2.89487 -0.43482
C 1.48006 -1.66443 -0.48487
O 0.22636 -1.59486 0.09170
C -2.33795 -1.84489 0.88336
C -3.63741 -2.06663 1.30000
H -7.29622 -1.95675 2.75268
H -6.25967 -3.07265 1.81586
H -5.60881 -2.22445 3.29184
H -5.01302 0.86603 0.28861
H -2.68180 1.27807 -0.43975
H -0.51612 1.52030 -0.69874
H 1.35389 0.93184 -2.53324
H 2.54348 3.04506 -2.70164
H 3.55720 5.04278 -1.76814
H 3.82224 5.35523 0.72026
H 2.97391 3.44704 2.14182
H 3.87481 0.14355 -2.04970
H 5.05156 -2.01165 -1.93780
H 3.89328 -3.97765 -1.00166
H 1.65180 -3.74047 0.02764
H -1.58892 -2.59776 1.06717
H -3.87242 -3.04478 1.73274
```

Summary:
SMILES	COc1ccc(C2=C[C@@H](n3ccccc3=O)c3ccccc3O2)cc1
LUMO	0.37	eV
ΔE to the lowest compared entry with this formula, charge and spin	373.69	kJ/mol
HOMO-LUMO gap	8.074	eV
net charge	0

Here are the natural (NBO) charges for atoms 1 to 4, given in e:
1. C -0.252
2. O -0.492
3. C 0.330
4. C -0.265



Record 2
Entry from the Open Molecules 2025 dataset: the molecule C9H11NO3S2 (the ωB97M-V functional and the def2-TZVPD basis).

Geometry as XYZ:
```
26
C9H11NO3S2 | the Open Molecules 2025 dataset | the ωB97M-V functional and the def2-TZVPD basis
C -3.78658 0.46308 -0.10144
C -3.46165 -0.46303 0.96264
C -2.81642 0.90929 -0.93592
C -2.15217 -0.82853 1.09251
C -1.41577 0.55619 -0.74745
C -1.11938 -0.33026 0.23415
C -0.47121 1.10153 -1.65911
C 1.55976 -0.50850 -0.37864
C 3.04635 -2.20609 -0.27394
N 1.19751 1.73355 1.21111
O 3.44048 0.63818 1.17129
O 2.64885 1.80067 -0.80135
O 2.42825 -1.19461 -1.08321
S 0.36081 -1.26361 0.59734
S 2.32129 0.92643 0.28599
H -4.79052 0.63838 -0.29931
H -4.08909 -0.65429 1.72485
H -3.05122 1.39987 -1.87499
H -1.88249 -1.40827 1.96550
H 0.53700 0.92094 -1.40410
H -0.72419 1.25163 -2.73214
H 3.33492 -1.85773 0.66585
H 3.89784 -2.38665 -0.81134
H 2.43901 -3.21865 -0.23282
H 1.50570 2.70079 1.36253
H 1.04293 1.27968 2.06198
```

Summary:
LUMO (spin up / spin down)	-0.81 / -1.17	eV
ΔE to the lowest compared entry with this formula, charge and spin	293.01	kJ/mol
HOMO-LUMO gap (spin up / spin down)	7.601 / 6.645	eV
net charge	0

Here are the natural (NBO) charges for atoms 1 to 4, given in e:
1. C -0.214
2. C -0.191
3. C -0.154
4. C -0.219



Record 3
Entry from the Open Molecules 2025 dataset: the molecule C6H8N2O (the ωB97M-V functional and the def2-TZVPD basis).

Geometry as XYZ:
```
17
C6H8N2O | the Open Molecules 2025 dataset | the ωB97M-V functional and the def2-TZVPD basis
C -0.61245 1.45185 1.53199
C -0.73070 1.99673 0.11035
O -1.11081 3.17569 -0.20745
N -0.36772 1.17786 -0.97891
C 0.11497 -0.16472 -0.73312
C 1.45681 -0.69290 -0.55187
C 1.30461 -2.04214 -0.24176
C -0.11257 -2.36705 -0.34799
N -0.70527 -1.20216 -0.67737
H 0.39245 0.92246 1.72049
H -1.61567 0.67428 1.56221
H -0.49435 2.35343 2.31315
H 0.06259 1.63988 -1.88713
H 2.50658 -0.02977 -0.47718
H 2.15027 -2.69141 -0.25622
H -0.58284 -3.25036 -0.24747
H -1.65593 -0.95165 -0.63172
```

Summary:
SMILES	CC(=O)Nc1ccc[nH]1
LUMO	0.69	eV
ΔE to the lowest compared entry with this formula, charge and spin	193.97	kJ/mol
HOMO-LUMO gap	8.991	eV
net charge	0

Here are the natural (NBO) charges for atoms 1 to 4, given in e:
1. C -0.743
2. C 0.662
3. O -0.608
4. N -0.664



Record 4
Entry from the Open Molecules 2025 dataset: a structure of composition C2H2N2 (the ωB97M-V functional and the def2-TZVPD basis).

Geometry as XYZ:
```
6
C2H2N2 | the Open Molecules 2025 dataset | the ωB97M-V functional and the def2-TZVPD basis
C -0.56611 0.67779 -0.06321
C -0.72621 -0.80523 -0.12073
N -1.81024 0.88430 0.06591
N -1.98390 -0.66695 0.03624
H 0.54534 1.63017 0.29016
H -0.13525 -1.69810 -0.20531
```

Summary:
LUMO	-0.71	eV
ΔE to the lowest compared entry with this formula, charge and spin	438.92	kJ/mol
HOMO-LUMO gap	9.379	eV
net charge	0

Here are the natural (NBO) charges for atoms 1 to 4, given in e:
1. C 0.082
2. C -0.006
3. N -0.269
4. N -0.183



Record 5
Entry from the Open Molecules 2025 dataset: a cluster of 3 separate species, C31H35F16NO9P2S2 in total (the ωB97M-V functional and the def2-TZVPD basis).

Geometry as XYZ:
```
96
C31H35F16NO9P2S2 | the Open Molecules 2025 dataset | the ωB97M-V functional and the def2-TZVPD basis
C -4.06571 3.22607 2.56614
C -3.95142 2.11624 1.72886
C -3.19192 2.14098 0.38052
C -1.75388 1.96499 0.44668
C -0.99229 1.95184 -0.79672
C -1.62309 2.11406 -2.09430
P -0.50735 2.10637 -3.58248
S -1.31725 2.65933 -5.26104
C -3.06212 2.27213 -2.10406
O -3.73992 2.38799 -3.28911
C -4.46288 1.18247 -3.60947
C -3.59351 0.02134 -4.22182
C -3.70813 0.09625 -5.80263
C -4.23706 -1.37854 -3.82521
C -3.18004 -2.45384 -3.35828
C -1.84107 -2.42689 -4.17258
C -2.96660 -2.34632 -1.79895
C -3.88907 2.31902 -0.88929
P -5.73206 2.58363 -0.93214
O -6.53977 1.13768 -0.81162
O -6.23495 3.20391 -2.39746
S -6.34305 3.86760 0.39658
C 0.54656 1.76175 -0.61679
O 1.37994 2.35057 -1.25027
C 0.93045 0.77109 0.50196
C 2.09315 -0.24554 0.39513
C 2.90144 -0.15655 -0.92035
O 2.74550 -0.90383 -1.82646
O 3.87510 0.84935 -0.95132
C 0.21997 0.77539 1.65381
N 0.51146 -0.05839 2.76275
C -0.98750 1.75072 1.77940
O -1.25451 2.29778 2.80488
H -3.22495 3.57846 3.20139
H -5.04311 3.75258 2.65557
H -4.39216 1.13135 2.02921
H 0.63850 2.93419 -3.38402
H 0.00455 0.78403 -3.75044
H -5.22709 1.47517 -4.37356
H -5.04518 0.76919 -2.74843
H -2.54871 0.13513 -3.86320
H -3.32017 -0.89207 -6.16783
H -3.04993 0.86987 -6.24852
H -4.76684 0.14874 -6.14372
H -5.00343 -1.29117 -3.02022
H -4.77748 -1.78039 -4.72277
H -3.64246 -3.45995 -3.53992
H -1.21287 -1.56708 -3.83367
H -2.00434 -2.36540 -5.27077
H -1.28835 -3.36875 -3.93519
H -3.86341 -1.92187 -1.28088
H -2.02915 -1.80747 -1.53211
H -2.88058 -3.39525 -1.41155
H -7.03306 1.02477 -1.64943
H -5.90214 4.12010 -2.43203
H 2.78234 -0.07808 1.26262
H 1.69518 -1.28138 0.49484
H 3.61595 1.48712 -1.63954
H 0.74733 -1.00714 2.47323
H -0.35297 -0.11708 3.30375
F 0.78357 -5.20885 3.18986
C 0.90265 -5.84042 4.37492
F 1.27427 -7.11553 4.09903
C -0.39673 -5.84518 5.18253
F -1.34869 -6.58515 4.57291
F -0.13278 -6.47240 6.36440
C -0.98705 -4.46742 5.53793
O -2.01107 -3.94592 4.68897
C -1.63069 -3.30121 3.51704
F -0.31174 -3.01453 3.56392
F -2.27166 -2.10978 3.51706
C -2.02463 -4.07756 2.25544
F -1.55831 -5.33907 2.27586
F -1.50835 -3.47405 1.15678
H 1.71309 -5.37495 4.94275
H -1.48878 -4.59881 6.49754
H -0.20951 -3.72557 5.72909
H -3.11204 -4.11721 2.15796
F 8.43571 2.34398 2.98434
C 8.91294 3.59386 2.83557
F 8.44981 4.31373 3.89041
C 8.47011 4.25268 1.52764
F 7.13634 4.46714 1.51581
F 9.04987 5.48814 1.48399
C 8.87183 3.53221 0.22645
O 7.91197 2.66676 -0.37646
C 7.79539 1.36654 0.11553
F 8.86278 1.07923 0.88931
F 7.87641 0.54708 -0.95382
C 6.46077 1.11958 0.82634
F 6.23424 2.02211 1.80455
F 6.44988 -0.10619 1.40914
H 10.00375 3.56555 2.90781
H 9.01227 4.31952 -0.51565
H 9.84762 3.05012 0.31009
H 5.63284 1.17526 0.11782
```

Summary:
SMILES	C=Cc1c2c(c([PH2]=S)c(OC[C@H](C)CC(C)C)c1P(O)(O)=S)C(=O)C(CC(=O)O)=C(N)C2=O.FC(F)C(F)(F)COC(F)(F)C(F)F.FC(F)C(F)(F)COC(F)(F)C(F)F
LUMO	-1.51	eV
HOMO-LUMO gap	6.358	eV
net charge	0

Here are the Löwdin charges for atoms 1 to 4, given in e:
1. C -0.006
2. C -0.170
3. C -0.108
4. C -0.009



Record 6
Entry from the Open Molecules 2025 dataset: the molecule C4H10O2 (the ωB97M-V functional and the def2-TZVPD basis).

Geometry as XYZ:
```
16
C4H10O2 | the Open Molecules 2025 dataset | the ωB97M-V functional and the def2-TZVPD basis
C -0.99206 -1.73926 -0.84823
C -0.51698 -0.81482 0.30000
O 0.31473 -1.46384 1.21379
C 0.27069 0.32896 -0.35954
C 0.59806 1.57791 0.42566
O 1.54371 2.31838 -0.39768
H -1.80753 -2.38827 -0.51531
H -1.44056 -1.11791 -1.62523
H -0.16278 -2.31320 -1.25371
H -1.40573 -0.35074 0.76957
H 0.09181 -1.31388 2.11758
H -0.18363 0.66493 -1.29447
H 1.18952 -0.16858 -0.68839
H 1.07029 1.40485 1.40458
H -0.23066 2.25263 0.64813
H 1.66112 3.12283 0.10325
```

Summary:
SMILES	C[C@@H](O)CCO
LUMO	0.83	eV
ΔE to the lowest compared entry with this formula, charge and spin	103.46	kJ/mol
HOMO-LUMO gap	11.013	eV
net charge	0

Here are the natural (NBO) charges for atoms 1 to 4, given in e:
1. C -0.621
2. C 0.106
3. O -0.728
4. C -0.446



Calculated total energy readings, ordered: -1090.85128 -1426.20525 -418.10941 -186.70994 -5010.98359 -308.85875 Eh